# C9H15NO4S

C9H15NO4S in the gas phase in a non-equilibrium geometry (the ωB97M-V functional and the def2-TZVPD basis, the OMol25 dataset).

Structure (XYZ):
```
30
Properties=species:S:1:pos:R:3:forces:R:3
C -0.907 1.784 0.039 0.7 2.9 0.7
C -0.463 -1.634 -1.023 -0.4 -0.1 -0.1
C 1.315 -0.066 -0.453 2.3 3.8 0.9
C 1.923 -0.246 0.945 1.6 1.6 0.4
C -0.939 0.371 0.184 -1.5 -1.9 1.4
C 0.603 -2.427 -1.729 -2.1 -1.3 -3.6
C -1.501 -0.975 2.287 0.2 1.6 -1.5
C -0.277 3.592 -1.309 -3.4 0.9 2.0
C -2.073 -0.165 1.131 1.4 3.0 -0.1
N 0.005 -0.506 -0.378 -3.0 0.7 -0.7
O -1.413 2.632 0.794 0.0 -1.8 -0.8
O -1.638 -1.950 -0.946 0.9 -0.2 -0.5
O 3.398 -2.089 -0.243 0.3 -0.1 0.1
O -0.141 2.249 -0.996 -0.4 -2.1 0.3
S 3.646 -1.081 0.836 -1.4 0.8 0.0
H 1.315 1.087 -0.777 0.4 -2.8 0.8
H 1.975 -0.572 -1.095 0.1 -0.9 -1.2
H 1.929 0.760 1.479 0.4 -1.5 -0.3
H 1.351 -0.955 1.508 -0.4 -0.3 0.4
H 1.131 -2.939 -0.995 1.3 -1.0 1.2
H 1.348 -1.914 -2.436 -1.4 -0.6 1.2
H -0.035 -3.245 -2.328 1.7 1.8 1.2
H -2.278 -1.357 2.880 -0.8 -0.6 1.0
H -0.832 -0.336 2.799 0.6 0.6 1.2
H -0.895 -1.713 1.841 0.5 -1.4 -0.2
H -1.313 3.741 -1.713 1.0 0.0 -0.5
H 0.504 3.730 -1.977 1.2 1.3 -1.1
H -0.414 4.176 -0.358 1.3 -0.1 -1.0
H -2.574 0.819 1.404 0.4 -1.5 0.2
H -2.750 -0.771 0.629 -1.2 -0.8 -1.2
```
Forces are in eV/Å.

Total energy (hartree): -1105.70915
Multiplicity: 1
Energy above the lowest of the compared OMol25 structures with the same formula, charge and spin (kJ/mol): 201.5
Strongest force on any atom (eV Å⁻¹): 4.5



# C4H12S

2 unconnected molecules or ions with the total composition C4H12S (the ωB97M-V functional and the def2-TZVPD basis, the OMol25 dataset).

Structure (XYZ):
```
17
Properties=species:S:1:pos:R:3:forces:R:3
C -1.726 -1.485 0.462 0.6 -0.3 0.1
C 0.732 -2.304 -0.535 0.4 0.4 0.2
S -0.043 -0.897 0.270 0.0 -0.7 -0.4
H -2.366 -0.620 0.336 -0.3 0.0 0.3
H -1.971 -2.304 -0.209 0.1 0.2 -0.4
H -1.753 -1.951 1.455 -0.2 0.5 0.2
H 1.384 -2.816 0.187 -0.4 0.0 0.1
H 1.431 -1.932 -1.291 -0.2 0.1 -0.1
H -0.045 -2.929 -0.955 0.2 -0.2 0.0
C -0.185 2.570 -0.041 0.1 0.9 0.3
C 1.277 2.793 -0.393 0.7 -0.3 -0.3
H -0.648 1.844 -0.696 -0.2 -0.4 -0.2
H -0.317 2.302 1.011 0.0 -0.2 -0.1
H -0.745 3.500 -0.184 0.0 -0.1 0.0
H 1.849 1.855 -0.486 -0.2 0.1 0.2
H 1.828 3.401 0.327 -0.3 0.0 0.1
H 1.409 3.285 -1.359 -0.2 0.0 0.0
```
Forces are in eV/Å.

Total energy (hartree): -557.44900
Charge: +1
<S²>: 0.7530
Multiplicity: 2
Energy above the lowest of the compared OMol25 structures with the same formula, charge and spin (kJ/mol): 13.0
Strongest force on any atom (eV Å⁻¹): 0.9



# C24H46Cl2N3O7SScSi

A molecular structure, C24H46Cl2N3O7SScSi in a non-equilibrium geometry (the ωB97M-V functional and the def2-TZVPD basis, the OMol25 dataset).

Structure (XYZ):
```
85
Properties=species:S:1:pos:R:3:forces:R:3
C -2.780 -0.344 -5.809 -0.3 -0.2 -0.5
C -1.862 -0.989 -4.824 1.1 -0.8 -0.1
H -2.225 0.232 -6.563 -0.1 -0.2 0.1
H -3.501 0.337 -5.343 0.1 -0.3 -0.1
H -3.317 -1.143 -6.341 -0.1 0.4 0.0
C -0.998 -1.957 -5.195 -0.6 0.9 0.3
C -0.919 -2.554 -6.563 0.3 -0.5 -0.4
H -0.272 -2.330 -4.474 -0.4 0.0 -0.2
H -0.324 -1.953 -7.272 -0.3 0.0 0.2
H -1.899 -2.749 -7.029 0.3 0.2 0.2
H -0.394 -3.519 -6.485 -0.2 0.2 -0.2
Sc 0.711 1.369 1.293 -0.5 0.8 1.2
Cl 1.625 3.200 0.138 -0.1 0.3 0.2
C 0.033 -1.503 2.318 0.0 0.3 -0.1
O 0.647 -0.461 2.630 -0.1 -0.8 -0.2
N 0.111 -2.659 2.993 0.4 0.6 0.3
C 1.185 -2.899 3.957 0.0 0.1 0.1
C -1.063 -3.522 2.961 -0.3 -0.1 -0.8
H -0.631 -1.558 1.431 0.3 0.1 0.6
H 1.332 -2.037 4.621 -0.1 -0.2 -0.2
H 2.137 -3.102 3.441 -0.4 0.1 0.1
H 0.913 -3.780 4.545 0.1 0.2 0.0
H -1.943 -2.875 2.828 0.1 -0.4 0.2
H -1.142 -4.086 3.894 0.0 0.2 -0.2
H -1.011 -4.209 2.104 -0.1 0.0 0.3
H 1.386 3.689 6.771 0.1 -0.2 -0.1
H -0.484 4.666 6.421 -0.2 0.0 -0.3
C 1.439 3.016 5.913 0.2 0.0 0.1
C -0.444 4.574 5.334 -0.2 0.1 -0.3
N 0.386 3.429 4.989 0.1 -0.2 -0.3
H 1.297 1.986 6.266 0.0 0.2 -0.3
C 0.285 2.927 3.767 1.0 -0.8 -0.4
O 1.086 2.064 3.299 -1.2 1.3 0.8
H -1.438 4.400 4.908 0.1 0.2 0.3
H -0.552 3.323 3.160 0.3 -0.1 0.2
H 2.431 3.101 5.456 -0.2 -0.1 0.0
H -0.030 5.493 4.895 -0.1 -0.2 0.3
H 2.449 0.482 -3.100 0.2 -0.1 0.2
H 2.576 -2.028 -3.404 0.4 0.0 0.2
C 3.452 0.444 -2.645 0.3 0.0 -0.2
C 3.533 -2.043 -2.852 -0.1 0.1 0.2
N 3.689 -0.851 -2.034 -0.1 -0.2 0.1
H 3.526 1.207 -1.867 0.0 -0.1 -0.2
C 4.082 -0.938 -0.729 0.5 0.6 0.2
O 4.612 -0.041 -0.079 -0.8 -1.0 -0.7
H 3.554 -2.920 -2.189 0.0 0.2 -0.3
H 3.832 -1.932 -0.289 0.4 0.2 -0.2
H 4.189 0.631 -3.438 -0.1 0.1 0.2
H 4.355 -2.135 -3.584 -0.3 0.0 0.2
O -1.088 0.741 -3.335 0.4 -2.3 -0.3
C -1.889 -0.448 -3.411 0.3 0.6 0.3
C -0.103 -1.822 -2.235 -0.1 -0.5 0.0
C -1.439 -1.472 -2.397 0.1 0.2 0.3
H 0.673 -1.243 -2.734 -0.2 -0.1 0.2
C 0.230 -2.954 -1.482 -0.2 0.2 0.2
H -2.929 -0.184 -3.179 0.0 0.0 0.1
C -2.419 -2.134 -1.657 -0.1 -0.5 -0.7
H 1.281 -3.228 -1.322 -0.5 0.1 -0.2
C -0.787 -3.715 -0.900 -0.2 -0.3 0.0
C -2.131 -3.320 -0.992 0.3 0.3 0.2
H -3.429 -1.736 -1.704 0.1 -0.3 0.0
H -0.544 -4.648 -0.388 0.0 0.2 -0.1
H -2.947 -3.903 -0.539 0.5 0.3 -0.1
Si -1.264 2.305 -3.603 -0.6 1.8 0.1
Cl 1.326 -0.175 -0.114 0.4 -1.3 -1.6
C 0.414 3.051 -3.884 0.2 -0.1 -0.1
C -2.042 2.958 -2.043 -0.1 0.3 0.3
C -2.312 2.862 -5.070 -0.1 -0.2 -0.1
H 1.205 2.338 -3.634 0.0 0.1 0.0
H 0.555 3.947 -3.272 0.0 -0.1 -0.1
H 0.510 3.332 -4.937 0.1 0.0 0.1
H -1.936 2.412 -5.997 -0.2 0.1 0.1
H -2.256 3.955 -5.191 0.1 -0.3 0.2
H -3.373 2.611 -4.955 0.2 0.0 -0.1
H -2.552 2.178 -1.472 0.0 0.0 -0.2
H -2.734 3.784 -2.222 0.0 0.0 0.0
H -1.231 3.317 -1.407 0.0 0.1 0.2
C -3.840 1.778 1.526 -0.1 0.1 0.0
S -2.471 0.696 1.240 0.4 0.2 -0.7
O -2.326 -0.196 2.367 -0.3 0.2 0.2
O -2.637 0.075 -0.054 -0.1 0.3 0.6
O -1.306 1.698 1.192 -0.3 -0.6 0.3
H -3.501 2.518 2.248 -0.2 0.0 0.0
H -4.700 1.228 1.908 0.2 -0.1 0.0
H -4.092 2.246 0.575 0.1 0.1 0.1
```
Forces are in eV/Å.

Total energy (hartree): -4002.11232
Multiplicity: 1
Energy above the lowest of the compared OMol25 structures with the same formula, charge and spin (kJ/mol): 17.2
Strongest force on any atom (eV Å⁻¹): 2.4



# C2H3N3O2

C2H3N3O2 in the gas phase in a non-equilibrium geometry (the ωB97M-V functional and the def2-TZVPD basis, the OMol25 dataset).

Structure (XYZ):
```
10
Properties=species:S:1:pos:R:3:forces:R:3
N -0.572 -1.007 1.418 0.0 0.2 -2.4
C 0.261 -0.128 0.750 0.0 -0.9 3.0
O 1.100 0.572 1.255 0.3 0.5 -0.7
N -0.036 -0.320 -0.607 -0.1 0.6 -1.6
N 0.799 0.481 -1.609 0.7 -0.6 -0.4
C -0.426 0.877 -1.317 -2.5 0.3 -0.7
O -1.403 1.500 -1.610 1.5 -0.4 0.8
H -0.936 -1.546 0.595 -0.2 -0.4 2.3
H -0.428 -1.319 2.376 -0.1 0.1 -0.7
H 1.641 0.890 -1.251 0.4 0.6 0.6
```
Forces are in eV/Å.

Total energy (hartree): -392.69325
Multiplicity: 1
Energy above the lowest of the compared OMol25 structures with the same formula, charge and spin (kJ/mol): 263.3
Strongest force on any atom (eV Å⁻¹): 3.1



# C4H6N2O

A molecular structure, C4H6N2O in a non-equilibrium geometry (the ωB97M-V functional and the def2-TZVPD basis, the OMol25 dataset).

Structure (XYZ):
```
13
Properties=species:S:1:pos:R:3:forces:R:3
C 1.689 -0.633 0.105 -0.6 0.7 -0.1
C 0.205 -0.504 -0.103 0.0 -2.1 1.3
N -0.329 1.834 0.152 0.0 1.5 1.3
C -0.847 -1.370 0.043 0.9 -1.2 0.5
N -0.568 0.584 -0.409 -0.5 1.0 -2.4
C -1.772 -0.275 -0.145 -0.7 0.4 0.5
O -2.943 -0.027 -0.083 1.3 0.2 -0.2
H -1.140 2.427 -0.028 0.2 -0.3 0.0
H 0.451 2.287 -0.324 -0.3 -0.2 -0.2
H -0.945 -2.423 0.265 0.0 0.1 -0.4
H 2.227 -0.037 -0.638 0.0 -0.3 -0.1
H 1.962 -0.189 1.069 -0.2 -0.1 0.0
H 2.011 -1.675 0.097 -0.1 0.2 -0.1
```
Forces are in eV/Å.

Total energy (hartree): -340.67446
Multiplicity: 1
Energy above the lowest of the compared OMol25 structures with the same formula, charge and spin (kJ/mol): 316.3
Strongest force on any atom (eV Å⁻¹): 2.7